(1)
The following is a DFT calculation (ωB97M-V/def2-TZVPD) of a molecular structure, C31H29Cl2F4N10OSr.

Computed properties:
ΔE to the lowest compared entry with this formula, charge and spin	0.490	eV
lowest unoccupied orbital energy	-2.521	eV
HOMO level	-0.361	hartree

ORCA input file:
```
! RIJCOSX wB97M-V def2-TZVPD def2/J DEFGRID3
* xyz 1 1
Sr 0.88611 -0.41379 1.88380
C 3.53487 0.95440 3.62738
N 2.31157 0.21959 3.97070
C 2.68499 -1.02082 4.66225
C 1.45990 1.04782 4.85182
C -0.02257 0.70623 4.70273
N -0.36842 0.83005 3.30023
C -1.41263 1.52231 2.83483
C -1.44094 1.77106 1.44229
F -0.35444 1.28677 0.71461
C -2.46669 2.38963 0.76887
F -2.36874 2.52387 -0.55933
C -3.57477 2.85027 1.44822
C -3.58089 2.65555 2.82254
F -4.63731 3.07521 3.52043
C -2.55621 2.02982 3.50029
F -2.69023 1.84733 4.82848
H 4.11133 1.22252 4.52145
H 3.28319 1.87727 3.10543
H 4.16392 0.34474 2.97670
H 3.28433 -1.64926 3.99962
H 1.79225 -1.57221 4.96134
H 3.27399 -0.80781 5.56236
H 1.57958 2.09568 4.57489
H 1.76965 0.94309 5.90046
H -0.58327 1.36860 5.36006
H -0.19377 -0.32492 5.04452
H -4.38945 3.34388 0.94115
C 4.62601 0.83320 -2.64631
N 3.85315 0.87181 -1.41190
C 3.33565 -0.14147 -0.71621
N 2.62553 0.33200 0.29793
C 2.75134 1.68439 0.15919
N 3.48838 2.04042 -0.86060
C 3.86382 0.16900 -3.77276
C 4.50326 -0.69531 -4.65112
C 3.81555 -1.22991 -5.73128
C 2.48105 -0.92153 -5.93558
C 1.82785 -0.08154 -5.04018
C 2.51951 0.46484 -3.96497
C 0.40536 0.23649 -5.20237
N -0.20351 0.78352 -6.19876
N -1.52962 0.87251 -5.85493
C -1.64616 0.38528 -4.66438
O -0.44865 -0.04021 -4.18362
C -2.84496 0.21317 -3.85543
C -3.99286 0.95650 -4.11212
C -5.11441 0.76350 -3.32432
C -5.10366 -0.16614 -2.29354
C -3.96675 -0.92579 -2.05031
C -3.96449 -1.99074 -0.97204
N -2.63855 -2.16997 -0.40680
C -1.94770 -1.30894 0.33909
N -0.72416 -1.77913 0.53971
C -0.73514 -2.96780 -0.13040
N -1.87454 -3.22954 -0.71888
C -2.83774 -0.72790 -2.83013
H 5.57630 0.33037 -2.47070
H 4.83250 1.87283 -2.89288
H 3.47693 -1.17955 -0.97168
H 2.28481 2.40325 0.81415
H 5.54912 -0.93908 -4.50495
H 4.32148 -1.89865 -6.41465
H 1.94202 -1.32747 -6.78101
H 2.00512 1.13937 -3.28895
H -3.98799 1.67521 -4.92034
H -6.00598 1.34768 -3.50861
H -5.98849 -0.30377 -1.68288
H -4.25224 -2.95363 -1.39061
H -4.66453 -1.73426 -0.17777
H -2.34331 -0.37822 0.71886
H 0.10448 -3.64148 -0.17613
H -1.94205 -1.31420 -2.66678
Cl 0.30496 -4.21546 5.61801
C -1.10589 -3.26412 5.14478
Cl -0.94573 -2.65501 3.48316
H -1.19518 -2.41673 5.81360
H -1.98521 -3.89466 5.18028
*
```



(2)
The following is a DFT calculation (ωB97M-V/def2-TZVPD) of 2 unconnected molecules or ions with the total composition C31H29N3O2.

Computed properties:
ΔE to the lowest compared entry with this formula, charge and spin	0.000	eV
lowest unoccupied orbital energy	-0.573	eV
HOMO level	-0.290	hartree

ORCA input file:
```
! RIJCOSX wB97M-V def2-TZVPD def2/J DEFGRID3
* xyz 0 1
C 1.90864 5.20496 -2.55200
C 3.14500 4.36926 -2.81375
C 2.78387 3.00830 -2.22093
O 3.55214 2.05324 -2.35055
N 1.56331 3.02134 -1.56096
C 0.90771 4.21602 -1.92914
O -0.28923 4.47743 -1.81575
H 2.10657 6.03005 -1.84331
H 1.50183 5.65408 -3.47325
H 3.36867 4.28894 -3.88270
H 4.02508 4.79999 -2.32305
C 2.84502 0.36901 5.07989
N 3.34998 -0.28064 3.84883
C 3.76069 -1.64056 4.02445
C 2.99818 -2.48350 4.86205
C 3.39978 -3.80386 5.05582
C 4.60749 -4.26831 4.51545
C 5.38101 -3.41862 3.71053
C 4.93699 -2.12705 3.40502
C 2.83585 0.13518 2.60591
C 3.54700 -0.08974 1.40152
C 2.97721 0.22247 0.16719
C 1.62708 0.65403 0.05979
C 1.02790 1.04712 -1.21715
C -0.39364 0.69219 -1.41478
C -1.18193 1.43580 -2.35156
C -2.56844 1.28045 -2.47532
C -3.23574 0.23716 -1.79995
N -4.59666 -0.00556 -2.05432
C -5.60396 1.04773 -1.85337
C -5.15334 -1.26949 -2.38637
C -5.95935 -1.92831 -1.43799
C -6.46001 -3.20164 -1.71707
C -6.32156 -3.74167 -3.00888
C -5.62052 -3.03364 -4.00672
C -5.02852 -1.80437 -3.70152
C -2.47546 -0.56305 -0.90501
C -1.09921 -0.37111 -0.74610
C 0.90146 0.79131 1.27574
C 1.50163 0.59299 2.51174
H 2.80582 1.45060 4.91567
H 1.84767 0.01038 5.37642
H 3.54264 0.16197 5.90319
H 2.08458 -2.10521 5.34177
H 2.78936 -4.46352 5.66869
H 4.93939 -5.29865 4.67945
H 6.35030 -3.74444 3.33523
H 5.50949 -1.46519 2.74490
H 4.57959 -0.44241 1.48554
H 3.58434 0.21504 -0.73834
H 1.65549 0.94964 -2.11992
H -0.69951 2.23610 -2.91573
H -3.17653 1.93562 -3.12256
H -6.46750 0.87830 -2.51208
H -5.96495 1.04841 -0.80906
H -5.18985 2.03091 -2.07229
H -6.15750 -1.44756 -0.47328
H -7.01479 -3.74435 -0.94641
H -6.72325 -4.73817 -3.23919
H -5.58037 -3.41976 -5.03417
H -4.49085 -1.23282 -4.47086
H -3.04497 -1.30015 -0.33448
H -0.56281 -1.02869 -0.05429
H -0.13086 1.16061 1.26849
H 0.94254 0.75542 3.44091
*
```



The Kohn-Sham gap results, record by record, are as follows: 7.31; 7.31 eV.